Entry 1:
{"formula": "C6H7N", "method": "ωB97M-V/def2-TZVPD", "fmax_ha_per_bohr": 0.036, "homo_lumo_gap_ev": 8.916, "multiplicity": 1, "e_lumo_ev": 1.001, "symbols": ["C", "C", "N", "C", "C", "C", "C", "H", "H", "H", "H", "H", "H", "H"], "positions_angstrom": [[-0.483, -1.701, 1.345], [-1.091, -0.496, 1.551], [-0.629, 0.433, 0.682], [0.315, -0.182, -0.159], [0.429, -1.478, 0.257], [0.529, 1.790, -1.657], [0.883, 0.564, -1.292], [-0.679, -2.576, 1.939], [-1.863, -0.232, 2.260], [-0.910, 1.404, 0.659], [1.067, -2.209, -0.211], [-0.063, 2.409, -0.998], [0.911, 2.318, -2.519], [1.584, -0.043, -1.856]], "lowdin_charge": [-0.0864, -0.1536, 0.0616, -0.2804, -0.0548, -0.0016, -0.1192, 0.0885, 0.1095, 0.1418, 0.1002, 0.0416, 0.0501, 0.1025]}

Entry 2:
{"formula": "CH7N3", "method": "ωB97M-V/def2-TZVPD", "fmax_ha_per_bohr": 0.087, "homo_lumo_gap_ev": 10.945, "multiplicity": 1, "e_lumo_ev": 1.145, "symbols": ["C", "N", "N", "N", "H", "H", "H", "H", "H", "H", "H"], "positions_angstrom": [[2.520, 0.432, -0.668], [-0.693, -0.743, 0.709], [-2.743, -0.262, 0.212], [-1.474, -0.198, -0.058], [2.454, -0.431, 0.050], [2.537, 1.314, -0.002], [3.244, 0.602, -1.494], [-1.160, -1.029, 1.634], [1.566, 0.351, -1.176], [-3.315, 0.372, -0.324], [-2.936, -0.408, 1.117]], "lowdin_charge": [-0.0785, 0.0131, 0.0337, -0.2103, 0.0266, 0.0112, 0.0216, 0.0617, -0.0143, 0.1014, 0.0338]}

Entry 3:
{"formula": "C91H90N8O15", "method": "ωB97M-V/def2-TZVPD", "fmax_ha_per_bohr": 0.115, "homo_lumo_gap_ev": [5.874, 3.550], "charge": 1, "multiplicity": 2, "e_lumo_ev": [-3.887, -6.211], "symbols": ["C", "C", "C", "C", "C", "C", "C", "O", "C", "C", "C", "C", "C", "C", "C", "O", "H", "H", "H", "H", "H", "H", "H", "H", "C", "C", "C", "C", "C", "C", "C", "O", "C", "C", "C", "C", "C", "C", "C", "O", "H", "H", "H", "H", "H", "H", "H", "H", "C", "C", "C", "C", "C", "C", "C", "O", "C", "C", "C", "C", "C", "C", "C", "O", "H", "H", "H", "H", "H", "H", "H", "H", "C", "C", "C", "C", "C", "C", "C", "O", "C", "C", "C", "C", "C", "C", "C", "O", "H", "H", "H", "H", "H", "H", "H", "H", "C", "C", "C", "C", "C", "C", "C", "O", "C", "C", "C", "C", "C", "C", "C", "O", "H", "H", "H", "H", "H", "H", "H", "H", "C", "O", "N", "N", "H", "H", "H", "H", "C", "O", "N", "N", "H", "H", "H", "H", "C", "O", "N", "N", "H", "H", "H", "H", "C", "C", "C", "C", "C", "C", "N", "O", "C", "C", "C", "H", "H", "H", "H", "H", "H", "H", "H", "H", "H", "H", "H", "H", "H", "H", "H", "H", "H", "H", "C", "C", "C", "C", "C", "C", "N", "O", "C", "C", "C", "H", "H", "H", "H", "H", "H", "H", "H", "H", "H", "H", "H", "H", "H", "H", "H", "H", "H", "H"], "positions_angstrom": [[-0.521, 1.467, -1.077], [-1.405, 1.880, -0.063], [-1.529, 1.123, 1.091], [-1.101, -0.227, 1.051], [-0.279, -0.714, -0.054], [0.143, 0.214, -1.091], [0.047, -2.198, -0.285], [0.714, -2.660, -1.279], [-0.485, -3.171, 0.720], [-0.181, -4.554, 0.622], [-0.614, -5.488, 1.541], [-1.491, -5.029, 2.567], [-1.865, -3.698, 2.653], [-1.242, -2.699, 1.795], [-1.471, -1.285, 2.094], [-2.091, -0.899, 3.064], [-0.321, 2.084, -1.941], [-1.833, 2.810, -0.408], [-2.155, 1.411, 1.923], [0.799, 0.037, -1.930], [0.457, -4.839, -0.201], [-0.372, -6.526, 1.366], [-1.895, -5.736, 3.276], [-2.588, -3.630, 3.452], [-6.024, 5.206, -2.056], [-6.608, 6.333, -2.612], [-5.856, 7.455, -2.493], [-4.583, 7.521, -1.867], [-4.074, 6.399, -1.204], [-4.788, 5.194, -1.353], [-2.857, 6.409, -0.370], [-2.561, 5.390, 0.262], [-2.026, 7.689, -0.315], [-0.895, 7.733, 0.366], [-0.081, 8.824, 0.314], [-0.411, 9.970, -0.262], [-1.709, 10.062, -0.862], [-2.507, 8.910, -0.938], [-3.762, 8.885, -1.790], [-4.167, 9.884, -2.466], [-6.728, 4.388, -2.099], [-7.581, 6.437, -3.067], [-6.394, 8.355, -2.752], [-4.549, 4.302, -0.793], [-0.516, 6.858, 0.872], [0.814, 8.731, 0.911], [0.283, 10.792, -0.355], [-2.276, 10.886, -1.269], [7.487, 5.376, -0.989], [6.957, 5.734, 0.229], [5.616, 5.903, 0.464], [4.758, 5.566, -0.612], [5.267, 5.075, -1.815], [6.651, 4.972, -2.010], [4.325, 4.665, -2.937], [4.701, 4.063, -3.975], [2.879, 4.643, -2.606], [1.941, 4.048, -3.553], [0.553, 4.220, -3.417], [0.112, 4.796, -2.249], [1.005, 5.126, -1.203], [2.409, 5.165, -1.392], [3.271, 5.630, -0.297], [2.758, 6.030, 0.735], [8.539, 5.234, -1.189], [7.619, 5.892, 1.068], [5.281, 6.300, 1.411], [7.110, 4.553, -2.893], [2.420, 3.662, -4.441], [-0.214, 3.971, -4.135], [-0.941, 4.822, -2.010], [0.678, 5.554, -0.267], [-7.006, 2.153, 1.071], [-5.721, 1.605, 1.375], [-5.643, 0.208, 1.495], [-6.726, -0.663, 1.522], [-8.020, -0.016, 1.225], [-8.120, 1.354, 1.086], [-9.274, -0.852, 1.124], [-10.338, -0.427, 0.808], [-9.145, -2.222, 1.471], [-10.325, -2.995, 1.461], [-10.262, -4.381, 1.812], [-9.099, -4.999, 2.103], [-7.957, -4.229, 2.121], [-7.937, -2.861, 1.857], [-6.620, -2.212, 1.773], [-5.580, -2.762, 1.833], [-7.141, 3.183, 0.774], [-4.869, 2.269, 1.392], [-4.687, -0.185, 1.808], [-9.088, 1.793, 0.897], [-11.133, -2.459, 0.986], [-11.173, -4.958, 1.857], [-9.060, -6.027, 2.431], [-6.961, -4.577, 2.352], [2.477, -5.696, -5.153], [2.380, -5.117, -3.846], [2.957, -5.732, -2.800], [3.700, -6.912, -2.875], [3.893, -7.398, -4.188], [3.236, -6.807, -5.318], [4.879, -8.536, -4.430], [5.055, -8.809, -5.619], [5.270, -9.371, -3.327], [5.890, -10.564, -3.660], [5.992, -11.608, -2.714], [5.755, -11.366, -1.386], [5.336, -10.043, -1.036], [4.993, -8.977, -1.952], [4.316, -7.653, -1.571], [4.073, -7.346, -0.464], [1.898, -5.251, -5.948], [1.682, -4.307, -3.691], [2.659, -5.462, -1.798], [3.407, -7.238, -6.293], [6.148, -10.705, -4.699], [6.277, -12.557, -3.142], [5.831, -12.139, -0.635], [5.085, -10.035, 0.015], [-4.768, -5.367, -0.384], [-5.076, -6.371, -1.045], [-5.344, -4.198, -0.509], [-3.814, -5.355, 0.529], [-6.082, -4.249, -1.197], [-5.278, -3.499, 0.218], [-3.387, -6.264, 0.635], [-3.434, -4.698, 1.195], [-2.575, -8.721, 2.426], [-3.159, -8.027, 1.651], [-1.538, -8.322, 3.094], [-2.874, -10.020, 2.554], [-1.273, -7.348, 3.047], [-1.216, -8.964, 3.804], [-3.725, -10.262, 2.067], [-2.433, -10.627, 3.230], [-5.137, -0.392, 6.299], [-5.494, 0.020, 7.424], [-5.901, -0.939, 5.405], [-3.897, -0.643, 6.073], [-6.879, -1.072, 5.620], [-5.377, -1.539, 4.784], [-3.562, -0.872, 5.149], [-3.247, -0.348, 6.788], [5.283, -0.991, -2.809], [5.338, 0.267, -3.764], [6.276, 0.065, -4.974], [5.756, -0.790, -6.135], [4.333, -0.210, -6.626], [3.291, 0.072, -5.437], [3.997, 0.678, -4.280], [3.138, 0.974, -3.253], [2.301, 1.195, -5.828], [2.635, -1.272, -5.039], [5.888, 1.444, -2.960], [5.014, -0.778, -1.774], [6.286, -1.411, -2.888], [4.805, -1.870, -3.241], [6.439, 1.072, -5.359], [7.269, -0.274, -4.678], [5.713, -1.816, -5.769], [6.407, -0.700, -7.005], [3.694, -0.933, -7.133], [4.522, 0.638, -7.283], [1.720, 1.486, -4.953], [2.821, 2.103, -6.132], [1.677, 0.828, -6.643], [3.393, -2.038, -4.873], [1.961, -1.161, -4.190], [1.992, -1.628, -5.845], [6.816, 1.214, -2.435], [5.168, 1.883, -2.269], [6.210, 2.211, -3.665], [3.184, 1.931, -3.310], [3.808, 1.577, 5.220], [2.775, 2.458, 6.042], [3.236, 3.906, 6.359], [2.908, 4.747, 5.182], [1.410, 4.672, 4.875], [0.917, 3.270, 4.523], [1.326, 2.388, 5.649], [0.841, 1.093, 5.573], [-0.599, 3.267, 4.509], [1.455, 2.847, 3.138], [2.843, 1.717, 7.393], [3.517, 0.590, 4.860], [4.752, 1.764, 5.732], [3.971, 2.106, 4.281], [2.778, 4.252, 7.286], [4.309, 3.783, 6.505], [3.557, 4.547, 4.330], [3.228, 5.748, 5.473], [1.151, 5.230, 3.975], [0.886, 4.947, 5.790], [-1.089, 3.859, 3.735], [-0.995, 2.252, 4.544], [-0.999, 3.777, 5.385], [2.519, 2.610, 3.144], [0.852, 2.030, 2.740], [1.535, 3.775, 2.572], [3.881, 1.536, 7.671], [2.333, 0.756, 7.444], [2.319, 2.231, 8.200], [1.367, 0.754, 4.845]], "lowdin_spin": [0.0000, 0.0000, 0.0000, 0.0000, 0.0000, 0.0002, 0.0000, 0.0000, 0.0000, 0.0000, 0.0000, 0.0000, 0.0000, 0.0000, 0.0000, 0.0000, 0.0000, 0.0000, 0.0000, 0.0002, 0.0000, 0.0000, 0.0000, 0.0000, 0.0000, 0.0000, 0.0000, 0.0000, 0.0000, 0.0000, 0.0000, 0.0000, 0.0000, 0.0000, 0.0000, 0.0000, 0.0000, 0.0000, 0.0000, 0.0000, 0.0000, 0.0000, 0.0000, 0.0000, 0.0000, 0.0000, 0.0000, 0.0000, 0.0000, 0.0000, 0.0000, 0.0000, 0.0001, 0.0000, 0.0001, 0.0019, 0.0007, 0.0005, 0.0003, 0.0003, 0.0008, 0.0000, 0.0000, -0.0001, 0.0000, 0.0000, 0.0000, 0.0000, 0.0000, 0.0000, 0.0000, 0.0000, 0.0000, 0.0000, 0.0000, 0.0000, 0.0000, 0.0000, 0.0000, 0.0000, 0.0000, 0.0000, 0.0000, 0.0000, 0.0000, 0.0000, 0.0000, 0.0000, 0.0000, 0.0000, 0.0000, 0.0000, 0.0000, 0.0000, 0.0000, 0.0000, 0.0000, 0.0001, 0.0000, 0.0000, 0.0000, 0.0000, 0.0000, 0.0000, 0.0000, 0.0000, 0.0000, 0.0000, 0.0000, 0.0000, 0.0000, 0.0000, 0.0000, 0.0001, 0.0000, 0.0000, 0.0000, 0.0000, 0.0000, 0.0000, 0.0000, 0.0000, 0.0000, 0.0000, 0.0000, 0.0000, 0.0000, 0.0000, 0.0000, 0.0000, 0.0000, 0.0000, 0.0000, 0.0000, 0.0000, 0.0000, 0.0000, 0.0000, 0.0000, 0.0000, 0.0000, 0.0000, 0.0000, 0.0000, 0.0515, 0.0491, 0.0000, -0.0002, 0.0012, 0.0473, 0.6396, 0.0987, 0.0185, 0.0424, 0.0144, 0.0023, 0.0062, 0.0003, 0.0004, -0.0005, 0.0000, 0.0001, -0.0005, 0.0002, -0.0002, 0.0000, 0.0018, 0.0003, 0.0011, 0.0050, 0.0002, -0.0003, -0.0001, 0.0156, 0.0000, 0.0000, 0.0000, 0.0000, 0.0000, 0.0000, 0.0000, 0.0000, 0.0000, 0.0000, 0.0000, 0.0000, 0.0000, 0.0000, 0.0000, 0.0000, 0.0000, 0.0000, 0.0000, 0.0000, 0.0000, 0.0000, 0.0000, 0.0000, 0.0000, 0.0000, 0.0000, 0.0000, 0.0000, 0.0000]}

Entry 4:
{"formula": "C28H33BiGeN8O3", "method": "ωB97M-V/def2-TZVPD", "fmax_ha_per_bohr": 0.004, "homo_lumo_gap_ev": 6.364, "multiplicity": 1, "e_lumo_ev": -0.463, "symbols": ["Bi", "O", "C", "C", "C", "C", "C", "C", "C", "O", "N", "N", "C", "C", "C", "C", "C", "C", "N", "H", "H", "H", "H", "H", "H", "H", "H", "H", "H", "N", "C", "C", "C", "C", "C", "N", "C", "C", "C", "C", "C", "N", "H", "H", "H", "H", "H", "H", "H", "H", "H", "C", "Ge", "C", "C", "C", "H", "H", "H", "H", "H", "H", "H", "H", "H", "H", "N", "C", "N", "O", "H", "H", "H", "H"], "positions_angstrom": [[-0.056, -0.416, 0.095], [4.086, -3.775, 2.564], [4.191, -4.102, 1.265], [5.152, -5.056, 0.923], [5.322, -5.441, -0.390], [4.538, -4.886, -1.401], [3.586, -3.947, -1.067], [3.391, -3.539, 0.255], [2.343, -2.523, 0.515], [1.642, -2.095, -0.436], [2.220, -2.124, 1.798], [1.275, -1.180, 1.962], [1.044, -0.724, 3.135], [0.045, 0.331, 3.289], [-0.234, 0.916, 4.516], [-1.149, 1.958, 4.557], [-1.754, 2.386, 3.387], [-1.441, 1.736, 2.203], [-0.570, 0.733, 2.170], [3.383, -3.083, 2.629], [5.754, -5.476, 1.718], [6.075, -6.180, -0.632], [4.675, -5.185, -2.431], [2.959, -3.497, -1.826], [1.596, -1.092, 3.995], [0.270, 0.570, 5.408], [-1.379, 2.442, 5.498], [-2.446, 3.215, 3.370], [-1.885, 2.035, 1.264], [-3.497, -1.227, -1.074], [-3.336, 0.053, -1.622], [-4.188, 0.464, -2.646], [-3.982, 1.704, -3.218], [-2.953, 2.506, -2.745], [-2.157, 2.009, -1.732], [-2.328, 0.801, -1.189], [-3.546, -1.581, 0.271], [-3.866, -2.912, 0.584], [-3.933, -3.277, 1.906], [-3.687, -2.320, 2.890], [-3.374, -1.045, 2.474], [-3.288, -0.666, 1.193], [-3.987, -1.869, -1.674], [-4.998, -0.176, -2.971], [-4.628, 2.045, -4.016], [-2.766, 3.489, -3.152], [-1.314, 2.570, -1.350], [-4.044, -3.629, -0.207], [-4.174, -4.298, 2.175], [-3.731, -2.559, 3.943], [-3.170, -0.268, 3.204], [1.716, 2.892, -3.156], [1.718, 1.134, -2.265], [0.534, -0.043, -3.319], [3.537, 0.401, -2.399], [1.031, 1.292, -0.469], [2.044, 2.809, -4.194], [2.394, 3.581, -2.647], [0.712, 3.321, -3.145], [0.863, -0.046, -4.361], [-0.503, 0.297, -3.301], [0.573, -1.076, -2.963], [3.858, 0.387, -3.442], [3.553, -0.617, -2.009], [4.246, 1.001, -1.827], [1.804, 1.502, 0.278], [0.295, 4.299, -0.171], [-0.870, 4.905, 0.169], [-0.928, 6.261, -0.098], [-1.827, 4.318, 0.659], [0.962, 4.782, -0.748], [0.374, 3.273, -0.154], [-0.070, 6.783, -0.156], [-1.699, 6.731, 0.343]], "lowdin_charge": [1.6693, 0.0465, -0.2712, -0.0195, -0.0846, -0.0932, -0.0302, -0.0786, -0.4383, -0.2071, 0.0350, -0.1242, -0.0691, -0.2693, -0.0144, -0.0493, -0.0365, -0.1336, -0.0406, 0.0590, 0.1150, 0.1020, 0.0970, 0.1110, 0.1318, 0.1144, 0.1110, 0.1126, 0.0876, 0.1061, -0.3217, -0.0114, -0.0614, -0.0498, -0.1410, 0.0502, -0.3505, -0.0190, -0.0718, -0.0737, -0.1455, 0.1069, 0.1318, 0.1107, 0.1090, 0.1078, 0.0690, 0.1104, 0.1087, 0.0997, 0.0993, -0.2384, 0.6254, -0.2356, -0.2198, -0.6382, 0.0116, 0.0067, -0.0011, 0.0180, -0.0048, 0.0035, 0.0134, -0.0012, 0.0147, -0.0609, 0.1616, -0.6725, 0.1351, 0.0017, 0.0889, 0.0157, 0.0865, 0.0936]}